Here is a molecular structure, C36H29BrIN2O9P3S2Ti in a non-equilibrium geometry from the OMol25 dataset. Energies are from ωB97M-V/def2-TZVPD.

Relative energy (zero: lowest compared OMol25 entry of this formula, charge and spin) in kJ/mol: 31.35
Spin multiplicity: 1
HOMO in eV: -2.732
Total charge: -2

Cartesian coordinates (Å):
Ti1 -1.26241 1.28721 -1.67770
C1 0.34041 4.77832 -0.64964
O1 0.24727 3.57282 0.10745
C2 1.33289 3.21241 0.81028
C3 2.38483 4.06402 1.09949
C4 3.45984 3.57639 1.83201
Br1 4.89646 4.76309 2.24063
C5 3.52113 2.27578 2.25325
C6 2.46936 1.39986 1.94695
C7 1.36767 1.86874 1.24684
O2 0.27626 1.12856 0.91143
C8 2.65363 0.00580 2.40209
N1 3.21415 -0.27804 3.55247
C9 3.32570 -1.65483 3.56672
C10 3.85596 -2.49996 4.54227
C11 3.86579 -3.85591 4.28345
C12 3.35938 -4.37375 3.07755
C13 2.82210 -3.55494 2.10453
C14 2.81115 -2.19104 2.37805
N2 2.37764 -1.10353 1.65203
H1 0.39215 5.64659 0.01149
H2 -0.56620 4.83150 -1.24048
H3 1.21574 4.73684 -1.30487
H4 2.37739 5.08618 0.75571
H5 4.36086 1.89787 2.81646
H6 0.42992 0.16963 0.78147
H7 4.24736 -2.09174 5.46533
H8 4.27062 -4.53890 5.02067
H9 3.38228 -5.44361 2.91050
H10 2.42571 -3.95007 1.17735
H11 1.95410 -1.15121 0.72576
I1 -2.71509 -0.10516 -3.44412
C15 -0.95681 2.34968 -3.66307
C16 -1.42022 3.04253 -4.73786
C17 -0.50058 3.70409 -5.58906
C18 0.85689 3.69885 -5.39038
C19 1.38671 2.99538 -4.27162
C20 2.73279 2.85426 -3.86157
C21 3.04758 2.12146 -2.74170
C22 2.06741 1.48461 -1.93763
C23 0.74359 1.60736 -2.28535
C24 0.44124 2.34830 -3.45734
H12 -2.48012 3.09943 -4.97332
H13 -0.89530 4.24836 -6.44321
H14 1.51529 4.22469 -6.07387
H15 3.52545 3.31820 -4.44232
H16 4.09242 2.02562 -2.46190
H17 2.39886 0.90546 -1.08199
O3 -2.34129 0.97721 2.39395
P1 -3.10829 1.28343 1.02929
O4 -4.55216 0.98890 1.10888
O5 -2.30723 0.63788 -0.09860
O6 -2.86699 2.87875 0.88024
P2 -3.17253 3.61144 -0.54310
O7 -4.60437 3.03338 -0.93523
O8 -3.11988 5.07173 -0.39642
O9 -2.14818 2.99208 -1.50084
H18 -1.38489 1.03751 2.22720
H19 -4.91990 2.34185 -0.31901
S1 0.83581 -4.52382 -1.20353
P3 -0.41580 -3.11340 -0.62077
S2 0.19782 -1.21571 -0.97217
C25 -0.75863 -3.24710 1.18246
C26 -0.63774 -4.46759 1.83615
C27 -0.91946 -4.56431 3.19210
C28 -1.32986 -3.44375 3.90262
C29 -1.47623 -2.22702 3.24915
C30 -1.19101 -2.13390 1.89570
C31 -2.09332 -3.39529 -1.28067
C32 -2.38279 -4.54750 -2.00085
C33 -3.68502 -4.79988 -2.41031
C34 -4.70023 -3.90793 -2.09043
C35 -4.41118 -2.75510 -1.37355
C36 -3.10890 -2.49527 -0.97596
H20 -0.29310 -5.32953 1.27727
H21 -0.80432 -5.51552 3.69811
H22 -1.53659 -3.51850 4.96343
H23 -1.81669 -1.34784 3.78188
H24 -1.32370 -1.19334 1.37568
H25 -1.57867 -5.23353 -2.23540
H26 -3.90594 -5.69483 -2.98019
H27 -5.71619 -4.10471 -2.41263
H28 -5.18757 -2.03693 -1.14314
H29 -2.88422 -1.57909 -0.44454

Here is a molecular structure, C36H29CrN4O4S2 in a non-equilibrium geometry from the OMol25 dataset. Energies are from ωB97M-V/def2-TZVPD.

Spin multiplicity: 5
HOMO (spin up / spin down) in eV: -3.255 / -4.608
Total charge: -1

Cartesian coordinates (Å):
Cr1 1.16372 2.05568 -0.21726
O1 -2.81069 1.64807 1.12469
C1 -1.70669 2.00800 0.77217
O2 -0.99832 1.87168 -0.31969
C2 -0.93883 2.84366 1.81204
C3 -1.37963 3.38990 3.00607
C4 -0.53972 4.08123 3.82450
C5 0.83327 4.16882 3.51076
C6 1.23707 3.53723 2.31443
N1 0.33682 2.99065 1.46910
C7 2.66289 3.35208 1.90922
O3 3.58418 3.76001 2.64507
O4 2.80167 2.76328 0.76134
H1 -2.45902 3.31341 3.26634
H2 -0.97057 4.46977 4.72731
H3 1.60931 4.66473 4.10028
C8 5.00743 0.94452 -2.20192
C9 5.25866 2.08097 -2.97964
C10 4.28408 3.06553 -2.97744
C11 3.06465 2.88711 -2.26424
N2 2.79413 1.75192 -1.59211
C12 3.77165 0.81005 -1.55137
C13 2.00419 3.83452 -2.41121
C14 1.98380 4.70671 -3.50738
C15 0.82444 5.43511 -3.74691
C16 -0.18494 5.49366 -2.78342
C17 -0.10993 4.63301 -1.64491
C18 0.90895 3.75492 -1.49330
H4 5.75871 0.19265 -2.01638
H5 6.21583 2.22153 -3.43286
H6 4.41338 3.97608 -3.51658
H7 3.54664 -0.07217 -0.94241
H8 2.85119 4.73141 -4.12181
H9 0.77071 6.02522 -4.64161
H10 -1.03924 6.17833 -2.97186
H11 -0.88155 4.59014 -0.93446
S1 1.14470 0.22233 1.38383
C19 -0.10743 -0.88520 0.84395
N3 -0.79195 -1.64626 1.71944
C20 -1.19125 -3.03076 1.37159
C21 -1.79951 -3.02783 -0.04733
N4 -1.04131 -2.17031 -0.99224
C22 -1.09715 -2.63053 -2.41431
C23 -0.35505 -3.90813 -2.81426
C24 1.00124 -4.22715 -2.60659
C25 1.54813 -5.42516 -2.94347
C26 0.70452 -6.41041 -3.51080
C27 -0.61444 -6.09785 -3.80162
C28 -1.10281 -4.81168 -3.54627
C29 -0.16676 -1.23527 -0.56443
S2 0.81992 -0.47322 -1.72743
C30 -0.95846 -1.24690 3.14652
C31 -2.33318 -1.50562 3.74342
C32 -2.38942 -2.36654 4.85852
C33 -3.58918 -2.95517 5.17644
C34 -4.72956 -2.61313 4.44515
C35 -4.70119 -1.58127 3.47544
C36 -3.46286 -1.03114 3.13073
H12 -1.84783 -3.51787 2.09504
H13 -0.22252 -3.59805 1.27929
H14 -2.81530 -2.64084 0.02325
H15 -1.82688 -4.04889 -0.55269
H16 -0.70729 -1.84151 -3.09443
H17 -2.16522 -2.76837 -2.67240
H18 1.60784 -3.51067 -2.03683
H19 2.58623 -5.67987 -2.74267
H20 1.00124 -7.45329 -3.72538
H21 -1.31295 -6.81912 -4.23716
H22 -2.10331 -4.48755 -3.89420
H23 -0.77376 -0.12026 3.12809
H24 -0.19090 -1.69373 3.79039
H25 -1.47371 -2.51205 5.44439
H26 -3.65951 -3.63645 6.06017
H27 -5.63194 -3.24009 4.51325
H28 -5.59287 -1.23372 2.96650
H29 -3.32653 -0.29986 2.35460

Here is a molecular structure, C36H29CsFN7O5S2 from the OMol25 dataset. Energies are from ωB97M-V/def2-TZVPD.

Relative energy (zero: lowest compared OMol25 entry of this formula, charge and spin) in kJ/mol: 0.00
Spin multiplicity: 1
HOMO (spin up / spin down) in eV: -3.914 / -1.274
Total charge: -2

Cartesian coordinates (Å):
Cs1 2.09857 -0.80016 -3.02403
F1 0.47416 1.59571 3.25591
C1 0.17009 0.30484 2.95083
C2 0.82679 -0.30874 1.92500
C3 0.52422 -1.63543 1.60782
C4 1.12770 -2.23710 0.39866
O1 2.05260 -1.66835 -0.17350
C5 0.51911 -3.48679 -0.02360
C6 -0.32616 -4.11228 0.82052
N1 -0.74818 -3.62272 2.03054
C7 -1.72367 -4.35261 2.78535
C8 -1.35300 -4.82756 4.15970
C9 -1.47774 -5.80757 3.02724
C10 -0.41523 -2.32304 2.38234
C11 -1.06548 -1.67455 3.43722
C12 -0.80629 -0.34366 3.72112
N2 -1.50994 0.30829 4.73798
C13 -1.89467 1.69976 4.67191
C14 -1.11133 2.54956 5.65844
N3 -1.22664 1.96644 7.02607
C15 -0.86060 0.52570 7.08408
C16 -1.64752 -0.27168 6.05245
C17 0.70509 -4.11704 -1.41404
O2 0.84778 -3.28580 -2.34283
O3 0.61638 -5.35253 -1.47250
H1 1.57291 0.22728 1.34832
H2 -0.71740 -5.08087 0.53713
H3 -2.75233 -4.03925 2.62999
H4 -2.11715 -4.81389 4.92503
H5 -0.35472 -4.58356 4.49610
H6 -2.33246 -6.46813 3.00315
H7 -0.56586 -6.22493 2.62436
H8 -1.84773 -2.17697 3.98781
H9 -2.96433 1.77955 4.90506
H10 -1.75720 2.07625 3.66170
H11 -1.49694 3.56935 5.71843
H12 -0.05553 2.56999 5.39963
H13 -2.20680 2.09801 7.39834
H14 -0.63912 2.51984 7.72282
H15 -1.06865 0.19807 8.10671
H16 0.20863 0.45440 6.89184
H17 -2.70269 -0.30733 6.35014
H18 -1.26770 -1.29296 6.04222
S1 9.45094 -1.10719 -13.11034
C18 10.67157 -0.97919 -14.28621
S2 11.94419 -0.20171 -13.47113
C19 10.64049 -1.40352 -15.60163
C20 9.49221 -2.04406 -16.14478
N4 8.57262 -2.57094 -16.60080
C21 11.75688 -1.21255 -16.46224
N5 12.65235 -1.06118 -17.17422
O4 2.31574 2.46054 0.52787
C22 1.34946 2.34041 -0.20449
N6 0.08500 2.86622 0.13940
C23 -0.91243 2.34237 -0.77331
C24 0.01906 1.63200 -1.80405
O5 -0.42596 1.07197 -2.80916
N7 1.29529 1.70383 -1.41774
C25 -1.71307 3.42514 -1.48091
C26 -1.43740 4.77289 -1.29540
C27 -2.17365 5.74138 -1.96893
C28 -3.18649 5.37042 -2.83862
C29 -3.45941 4.02138 -3.03461
C30 -2.73061 3.05653 -2.36009
C31 -1.84782 1.36022 -0.07498
C32 -2.77511 1.86313 0.83782
C33 -3.61980 1.01478 1.53681
C34 -3.55808 -0.35616 1.32144
C35 -2.64483 -0.86387 0.41070
C36 -1.79205 -0.01333 -0.28216
H19 -0.10682 2.86855 1.13018
H20 -0.63410 5.05378 -0.62740
H21 -1.94759 6.78967 -1.81494
H22 -3.75745 6.12470 -3.36624
H23 -4.24133 3.72019 -3.72109
H24 -2.93095 2.00545 -2.52277
H25 -2.84564 2.93658 0.98251
H26 -4.33654 1.42424 2.23938
H27 -4.22015 -1.02302 1.86122
H28 -2.58448 -1.93099 0.22915
H29 -1.09500 -0.42618 -0.99974

Here is a molecular structure, C36H29F2GeNRuTe in a non-equilibrium geometry from the OMol25 dataset. Energies are from ωB97M-V/def2-TZVPD.

Spin multiplicity: 2
HOMO (spin up / spin down) in eV: -16.405 / -16.390
Total charge: +3

Cartesian coordinates (Å):
Ru1 -0.20360 0.03865 -0.80314
F1 -0.86696 0.34782 4.54973
C1 -0.07382 0.57759 3.51315
C2 -0.51538 0.19306 2.25507
C3 0.28071 0.42069 1.13134
C4 1.55238 1.02568 1.31227
C5 1.93517 1.39353 2.59815
F2 3.11663 1.97440 2.78967
C6 1.14599 1.18738 3.71662
C7 2.39249 1.16210 0.11965
C8 3.68787 1.65605 0.03832
C9 4.34875 1.63503 -1.18009
C10 3.71771 1.12011 -2.30490
C11 2.42500 0.66765 -2.16904
N1 1.77601 0.69332 -0.99023
H1 -1.48074 -0.28787 2.20702
H2 1.48231 1.48351 4.70128
H3 4.18093 2.04065 0.91500
H4 5.36085 2.01258 -1.24719
H5 4.21316 1.07480 -3.26403
H6 1.87757 0.25797 -3.00710
C12 -1.17112 -3.39989 -1.65336
Te1 -0.75870 -2.28769 0.13061
C13 1.19190 -3.16712 -0.05306
C14 0.98731 -4.40480 -0.87368
C15 1.93344 -5.43719 -0.84450
C16 1.74247 -6.56734 -1.61098
C17 0.59611 -6.68145 -2.39702
C18 -0.35547 -5.66256 -2.41801
C19 -0.16297 -4.51944 -1.66352
H7 -1.07622 -2.73685 -2.51562
H8 -2.19633 -3.76091 -1.60375
H9 1.59257 -3.37327 0.93874
H10 1.85029 -2.44656 -0.54502
H11 2.80947 -5.34037 -0.21522
H12 2.46914 -7.36804 -1.59302
H13 0.43191 -7.57146 -2.99034
H14 -1.24701 -5.78078 -3.02135
C20 -3.59187 0.80549 1.20142
Ge1 -2.38711 1.00433 -0.30444
C21 -2.34806 2.95560 -0.69635
C22 -3.45923 3.52970 -1.41255
C23 -3.57058 4.88016 -1.56889
C24 -2.55351 5.70819 -1.05060
C25 -1.42256 5.15414 -0.36504
C26 -1.32065 3.80116 -0.21093
C27 -2.90917 -0.04311 -1.85879
C28 -4.00221 -0.88729 -1.74514
C29 -4.37714 -1.74080 -2.79821
C30 -3.63352 -1.76880 -3.95052
C31 -2.48402 -0.95304 -4.10110
C32 -1.71616 -0.98381 -5.28990
C33 -0.60858 -0.18766 -5.44189
C34 -0.22572 0.67382 -4.40183
C35 -0.95380 0.72147 -3.23421
C36 -2.10896 -0.08061 -3.04761
H15 -4.57631 1.17659 0.90994
H16 -3.24157 1.37910 2.05731
H17 -3.68828 -0.24127 1.48973
H18 -4.22212 2.87282 -1.81542
H19 -4.41340 5.32170 -2.08360
H20 -2.61619 6.78252 -1.17803
H21 -0.67108 5.82659 0.02848
H22 -0.47787 3.37373 0.32016
H23 -4.61030 -0.87920 -0.84719
H24 -5.26087 -2.35735 -2.69959
H25 -3.92233 -2.41387 -4.77197
H26 -2.02888 -1.64101 -6.09245
H27 -0.04355 -0.20381 -6.36356
H28 0.61992 1.33577 -4.54143
H29 -0.68500 1.47953 -2.49531

Here is 2 unconnected molecules or ions with the total composition C36H29F4OSi in a non-equilibrium geometry from the OMol25 dataset. Energies are from ωB97M-V/def2-TZVPD.

Relative energy (zero: lowest compared OMol25 entry of this formula, charge and spin) in kJ/mol: 31.87
Spin multiplicity: 1
HOMO in eV: -11.633
Total charge: +1

Cartesian coordinates (Å):
F1 -4.41737 -5.01596 -5.09006
C1 -3.37662 -4.90702 -4.18819
C2 -2.54492 -6.00914 -4.01502
C3 -1.47724 -5.82648 -3.12838
F2 -0.60375 -6.88245 -2.94767
C4 -1.24490 -4.62844 -2.46326
C5 -2.18930 -3.54221 -2.54820
C6 -2.07420 -2.46438 -1.56741
C7 -3.21549 -1.61459 -1.24923
C8 -3.41178 -1.28331 0.11919
C9 -4.48209 -0.48755 0.49598
F3 -4.59978 -0.14480 1.82734
C10 -5.38510 0.03123 -0.43063
C11 -5.15022 -0.28903 -1.76553
F4 -6.03280 0.18748 -2.70459
C12 -4.05162 -1.02000 -2.21084
C13 -3.21777 -3.69581 -3.52086
H1 -2.70830 -6.94110 -4.55019
H2 -0.38295 -4.56605 -1.79077
H3 -1.59654 -2.86118 -0.63775
H4 -2.73892 -1.70368 0.87430
H5 -6.21167 0.65023 -0.09975
H6 -3.89750 -1.12781 -3.28745
H7 -3.96181 -2.93057 -3.71144
C14 0.45899 5.09470 0.01548
C15 0.22260 4.63504 1.31483
C16 0.77287 3.41725 1.72783
C17 1.53536 2.66750 0.81110
Si1 2.05920 0.91590 1.16908
C18 3.92075 1.00618 0.96188
C19 4.57251 2.22281 1.23210
C20 5.96860 2.30252 1.20178
C21 6.71487 1.16165 0.89763
C22 6.07148 -0.05681 0.64998
C23 4.67429 -0.14122 0.68230
C24 1.74314 0.56486 2.97842
C25 2.56602 1.15106 3.95741
C26 2.28776 0.95221 5.31244
C27 1.20948 0.14660 5.68683
C28 0.41048 -0.46563 4.71620
C29 0.67852 -0.26538 3.35866
O1 1.16970 -0.23614 0.14982
C30 -0.05069 -0.16573 -0.37651
C31 -0.54085 -0.96822 -1.46121
C32 -0.95943 0.08338 -2.49065
C33 -1.40651 1.29744 -1.63390
C34 -0.97728 1.01476 -0.19140
C35 1.88426 3.19809 -0.44036
C36 1.31960 4.40667 -0.84773
H8 -0.01924 6.00938 -0.32609
H9 -0.39684 5.19520 2.01830
H10 0.60457 3.03072 2.73945
H11 3.99170 3.11919 1.46798
H12 6.45142 3.25775 1.40302
H13 7.80026 1.22748 0.84229
H14 6.65434 -0.94803 0.41839
H15 4.15837 -1.08803 0.49746
H16 3.42239 1.75809 3.65362
H17 2.91442 1.43335 6.05983
H18 0.99383 -0.01308 6.74046
H19 -0.43093 -1.09813 4.99850
H20 0.06157 -0.75066 2.59341
H21 0.01259 -1.87221 -1.77102
H22 -0.06967 0.38777 -3.10620
H23 -1.79052 -0.17955 -3.17023
H24 -0.90078 2.20743 -1.97766
H25 -2.49550 1.47604 -1.68206
H26 -1.85469 0.65376 0.36426
H27 -0.59371 1.88098 0.36678
H28 2.59024 2.65922 -1.08234
H29 1.56312 4.78647 -1.83981

Here is a molecular structure, C36H30BrMnN4Se from the OMol25 dataset. Energies are from ωB97M-V/def2-TZVPD.

Relative energy (zero: lowest compared OMol25 entry of this formula, charge and spin) in kJ/mol: 5.60
Spin multiplicity: 6
HOMO (spin up / spin down) in eV: -3.353 / -4.199
Total charge: -1

Cartesian coordinates (Å):
Mn1 0.31578 -1.46239 0.38175
C1 1.64396 3.65775 1.77469
C2 1.96207 2.75926 2.78470
C3 1.37888 1.50318 2.82225
C4 0.45363 1.12254 1.84722
C5 0.12184 2.04056 0.84587
C6 0.71924 3.28898 0.80566
N1 -0.09166 -0.16981 1.79557
C7 -0.62763 -0.74345 2.93820
C8 -1.08866 -0.04105 4.05446
C9 -1.68437 -0.71411 5.11307
C10 -1.84919 -2.09636 5.09040
C11 -1.41353 -2.81918 3.99005
C12 -0.80376 -2.15162 2.93371
N2 -0.30204 -2.74156 1.79657
N3 -0.32877 -4.04283 1.59547
C13 0.25079 -4.33252 0.40875
C14 0.38436 -5.67722 -0.00941
C15 0.96552 -5.94831 -1.21446
C16 1.42376 -4.89635 -2.02916
C17 1.26778 -3.61182 -1.57263
N4 0.70469 -3.32388 -0.39003
H1 2.11422 4.63225 1.74120
H2 2.68792 3.03128 3.54251
H3 1.64851 0.79597 3.59699
H4 -0.59292 1.74690 0.08715
H5 0.45827 3.97576 0.00965
H6 -0.98988 1.03656 4.08257
H7 -2.03831 -0.14523 5.96488
H8 -2.32312 -2.60300 5.92129
H9 -1.52996 -3.89245 3.93024
H10 0.01222 -6.45311 0.64332
H11 1.06779 -6.97526 -1.54331
H12 1.87334 -5.07535 -2.99474
H13 1.58448 -2.75279 -2.15095
Br1 3.00749 -1.62354 1.66275
C18 3.55186 -0.12933 0.63238
C19 4.73226 0.46249 0.97763
C20 5.21882 1.54584 0.22129
C21 4.51915 1.97967 -0.86349
C22 3.29484 1.37120 -1.23088
C23 2.58570 1.83321 -2.36688
C24 1.40802 1.25347 -2.72460
C25 0.86208 0.21593 -1.93557
C26 1.48228 -0.26185 -0.80562
C27 2.75637 0.30009 -0.46671
H14 5.28840 0.09602 1.82930
H15 6.14979 2.01958 0.50601
H16 4.88688 2.80462 -1.46255
H17 3.00396 2.65325 -2.93976
H18 0.86097 1.60383 -3.59291
H19 -0.10534 -0.17361 -2.20358
C28 -3.45938 3.96946 -3.14651
C29 -3.15144 2.60296 -2.59899
C30 -3.28210 2.32183 -1.24625
C31 -3.01061 1.06311 -0.71904
C32 -3.23873 0.82472 0.74521
C33 -2.56043 0.03499 -1.56459
Se1 -2.10839 -1.69219 -0.86828
C34 -2.46410 0.29774 -2.94415
C35 -2.08205 -0.77380 -3.93092
C36 -2.75151 1.56803 -3.43194
H20 -3.57480 4.69571 -2.34107
H21 -4.38555 3.97153 -3.72717
H22 -2.66453 4.32633 -3.80506
H23 -3.60937 3.10650 -0.57046
H24 -3.51379 1.75203 1.24976
H25 -2.35320 0.40331 1.22106
H26 -4.03143 0.08740 0.89560
H27 -1.26669 -1.39161 -3.55776
H28 -1.80143 -0.33045 -4.88837
H29 -2.91448 -1.46092 -4.10274
H30 -2.65475 1.75115 -4.49866

| no. | M (g/mol) | DFT total energy (Ha) |
| --- | --- | --- |
| 1 | 1045.36 | -7718.1534 |
| 2 | 697.78 | -3750.2072 |
| 3 | 855.71 | -3065.2169 |
| 4 | 814.91 | -4082.4766 |
| 5 | 581.71 | -2153.1320 |
| 6 | 732.47 | -7735.4265 |